Entry 1:
A cluster of 10 separate species, C20H60O10S10 in total at a distorted geometry. Source: OMol25; level of theory: ωB97M-V/def2-TZVPD.

```
100
Properties=species:S:1:pos:R:3:forces:R:3
H 1.4639 7.2231 -1.9687 0.393 -0.070 0.598
H -5.1869 -1.0796 -2.7048 -0.116 -0.383 0.154
H 3.6131 -2.3552 2.2509 0.280 0.066 -0.150
H 0.0402 4.0126 2.8883 0.299 0.176 0.262
H 1.6187 2.0237 -7.2880 0.554 0.410 0.518
H 0.0491 -0.6693 4.7985 0.341 0.680 1.182
O 2.1378 -0.9425 7.0851 1.042 0.952 0.108
H 4.1725 -3.2544 0.7759 -0.509 0.481 -0.110
O 2.1940 -1.5716 -0.0091 0.134 -0.320 0.072
H -1.8389 -1.2481 3.1614 0.353 -0.082 0.752
H 1.3158 1.1564 -4.7980 0.099 0.000 0.109
H 0.3780 -0.2925 1.5102 -0.292 -0.103 -0.241
O -0.8270 1.4065 3.8852 -0.176 1.482 -0.701
O -3.7145 1.6114 -3.4296 -1.149 -1.540 0.637
H -3.2272 1.9227 2.0379 0.487 -0.605 0.385
H -3.7580 0.5112 -0.7107 -0.548 0.088 -0.188
H -4.0081 0.1630 0.9896 -0.509 -0.789 -0.020
C -2.1113 3.4394 -2.4399 0.018 1.326 -0.587
O -2.9867 -2.7919 -0.3597 -0.911 0.690 -0.398
S -1.6866 2.6467 3.7883 -1.198 -0.475 0.073
C 2.6953 4.4703 -2.0636 -0.409 1.089 1.300
S 0.7080 3.3746 -5.4313 -1.878 -0.588 -0.023
H 0.7572 -5.1015 -3.2969 0.097 0.418 -0.424
C 4.3775 -4.4202 4.1681 1.036 0.438 1.308
H -2.8332 -2.1495 2.1697 -0.444 -1.019 0.358
H 1.1239 -3.4784 -2.5330 -0.246 -0.255 0.239
C 0.7623 2.6620 -7.0708 -0.363 -0.436 -1.821
H 2.3739 -6.4493 -0.4113 0.193 -0.597 0.084
O 3.1433 -5.6567 -3.7832 0.041 0.733 0.667
H -0.2419 0.4000 -1.3679 -0.299 0.170 -1.177
H 0.1107 1.8909 -3.7085 0.333 0.102 0.141
H 1.9884 1.6340 5.6890 0.327 0.021 0.196
H -2.5086 -5.0110 2.3632 0.413 0.007 0.109
C 2.6073 1.0288 5.0266 0.083 -0.781 0.749
H -1.3755 5.0115 3.2552 -0.358 -0.340 -0.125
O 0.4719 3.9143 -0.7455 0.793 1.702 0.233
H 3.6779 1.2316 5.0540 -0.158 0.442 0.295
S 3.8882 -4.6909 2.4358 0.729 -2.478 -0.068
H 5.3761 -2.9029 1.9036 -0.026 0.214 0.719
H -0.4084 1.1703 -5.1834 -0.044 0.515 -0.538
C 0.2775 -0.5346 -1.5799 0.260 0.161 2.050
H 0.0441 6.9926 -0.8588 0.351 -0.066 0.245
S -3.1821 2.9074 -3.8416 1.096 1.792 -0.295
H -5.0539 3.9722 -2.7963 -0.105 -0.313 0.170
H -2.6561 3.9079 -1.6203 -0.248 -0.614 0.225
H 3.1572 3.5750 -1.6476 -0.343 -0.115 -0.151
H 3.1996 -7.5726 -1.6810 0.984 0.763 0.530
H 2.2557 1.2177 4.0123 -0.145 -0.682 -0.041
C 2.5139 -6.7582 -1.4472 -0.524 0.712 -0.785
H -3.2061 3.5526 2.0512 0.509 0.665 0.472
H 5.4571 -4.2744 4.2048 0.184 -0.164 -0.284
H 4.1462 -5.0982 4.9896 -0.210 -1.247 -0.951
H -5.2552 4.0931 -4.5123 0.562 0.368 -0.286
C -0.7536 4.1913 3.6136 0.276 -0.325 -0.112
H 1.2533 -1.2397 3.8088 0.174 -0.250 -0.500
H 0.6692 3.3736 -7.8911 0.258 0.442 0.348
C 0.9796 -1.2333 4.8638 0.564 -0.691 -2.105
H -4.0846 5.1786 -3.4843 0.038 0.115 -0.893
S 1.7263 -0.2529 -0.4943 -0.003 0.587 0.212
C 0.4044 1.7522 -4.7490 0.361 -0.690 1.238
O -0.3815 -3.9897 4.1388 -1.534 0.212 -0.039
H -1.3854 2.6850 -2.1366 -0.618 -0.377 0.032
H 1.5716 0.9332 1.6664 0.392 -0.025 -0.396
C -2.8737 -4.7384 3.3534 -0.280 -0.261 -0.549
C -1.9541 -2.2709 2.8026 0.299 0.875 -0.270
H 0.5442 -5.0247 -1.6303 0.163 0.785 0.518
H -0.0491 1.9571 -7.2517 -0.478 0.243 0.513
C 1.1297 -4.5631 -2.4254 0.543 -1.216 -0.186
H -0.2979 -1.2976 -1.0557 -0.073 -0.355 -0.310
H 3.9954 -3.5535 4.7075 -0.506 0.807 -1.095
H -1.8522 2.7154 1.2757 0.366 0.057 0.216
S 2.5313 -0.7764 5.6542 -2.244 0.248 -0.220
O -0.6285 4.0544 -5.2282 1.322 0.090 -0.479
O 4.8667 -5.6924 1.7423 -1.551 2.031 1.623
C -2.5010 2.7275 2.1515 -0.593 -0.364 -0.419
H -0.4385 4.4842 4.6151 0.466 -0.249 -0.167
H 2.1305 4.3114 -2.9822 0.050 -0.051 0.160
H 1.6339 -7.2270 -1.8875 -0.663 0.660 0.120
H -1.1354 -2.4139 2.0973 0.177 -0.521 0.191
H -3.8377 -4.2675 3.1608 -0.091 0.111 0.334
H 3.4871 5.2124 -2.1650 -0.093 0.107 -0.235
S 1.5105 5.0506 -0.7032 0.089 -1.991 -0.912
H -3.0167 -5.6326 3.9601 0.178 0.164 0.112
H -2.5319 -0.2268 0.1427 0.155 -0.756 0.124
C -4.5189 4.2062 -3.7166 0.340 -1.001 1.595
C -4.2683 -1.5738 -2.3886 1.095 1.156 0.834
H 0.7802 -2.2840 5.0749 0.085 0.132 0.358
S -4.1869 -1.8861 -0.5828 0.578 -0.752 0.922
C -3.6184 -0.2484 0.0585 0.492 0.897 -1.162
S 2.8813 -5.1661 -2.3777 -0.547 -1.950 -0.662
H 0.1653 1.3129 0.6979 0.007 -0.109 -0.241
C 0.7849 6.5121 -1.4980 -0.625 -0.679 -1.091
H -3.9873 -2.4792 -2.9265 -0.326 -0.004 0.268
S -1.8258 -3.5289 4.1705 0.941 0.453 -1.032
H -3.4815 -0.8251 -2.4814 0.120 -0.068 -0.670
H 0.5873 -0.8290 -2.5826 -0.200 0.422 0.143
H 0.2403 6.0836 -2.3393 -0.246 -0.060 -0.103
C 0.8595 0.5131 0.9560 -0.035 -0.370 -0.119
H -1.4580 4.2404 -2.7858 -0.100 0.077 -0.437
C 4.3046 -3.0942 1.8460 0.490 -0.162 -1.033
```
Positions in Å, forces in eV/Å.

Values from the calculation:
Energy relative to the best compared isomer or geometry (same formula, charge and spin)   94.6 kcal/mol
Frontier orbital gap   8.05 eV
Charge   0

***

Entry 2:
A cluster of 10 separate species, C20H60O17 in total at a distorted geometry. Source: OMol25; level of theory: ωB97M-V/def2-TZVPD.

```
97
Properties=species:S:1:pos:R:3:forces:R:3
O 17.6287 -13.4542 -21.5077 -0.977 1.519 0.854
H 17.9734 -19.8941 -23.4946 -0.095 -0.290 -0.084
H 17.7961 -17.8416 -24.3149 0.109 0.137 -0.379
O 8.2875 -16.0125 -20.4063 1.030 0.698 1.315
H 15.4990 -16.5390 -22.0434 -0.500 0.665 0.406
H 15.0134 -11.5420 -19.4724 -0.281 0.013 -0.151
H 13.4623 -13.3525 -20.9490 0.454 0.273 -0.284
H 10.3850 -13.1220 -19.2379 0.261 -0.202 0.152
H 12.2319 -12.8234 -23.6599 -0.721 0.190 0.369
O 17.1542 -14.4712 -18.8302 1.229 -0.630 0.240
H 16.5104 -13.9880 -19.3533 -0.077 0.387 -0.234
O 14.8532 -12.5592 -22.8431 -1.049 -0.243 -0.556
H 19.5628 -14.0412 -21.2131 0.319 0.155 0.263
H 12.4985 -14.1084 -18.9283 0.449 -0.170 -0.256
H 15.6700 -13.7605 -24.3035 -0.019 0.251 -0.542
H 19.6742 -16.0926 -26.1999 0.025 0.244 0.136
H 12.5717 -20.5356 -24.2214 0.281 -0.471 0.097
O 11.1011 -12.8525 -19.8176 0.755 0.056 -0.794
H 11.3633 -17.4463 -20.9212 -0.587 -0.888 -0.510
H 8.7868 -17.8183 -21.1894 0.236 -0.235 -0.275
C 17.4789 -21.9592 -22.9926 -0.544 -0.185 -0.478
H 12.1107 -15.2699 -16.3539 0.110 0.255 -0.149
H 10.4285 -17.5488 -19.4379 0.336 0.524 0.287
H 18.7769 -23.3168 -23.5940 -0.164 -0.023 -0.004
H 9.4401 -16.4050 -22.0613 -0.020 -0.135 -0.201
C 14.6219 -16.6038 -15.1632 -0.205 -1.809 -1.268
H 13.4259 -17.5217 -16.8093 0.206 -0.267 0.403
H 17.1642 -22.6501 -22.2104 0.303 0.373 0.715
H 14.3245 -17.8072 -22.2539 -0.209 -0.140 0.225
O 13.8088 -18.0609 -19.4363 1.052 0.735 -0.163
H 13.2141 -18.3950 -24.2722 0.343 -0.072 0.170
H 16.4063 -18.1608 -25.9216 -0.511 -0.163 -0.515
C 9.2568 -16.8410 -21.0792 -1.158 -0.041 -0.931
O 13.8363 -21.7784 -23.5842 0.039 1.575 -1.347
H 18.6341 -13.0854 -18.9304 0.401 0.224 -0.338
H 13.1540 -11.6329 -20.6262 -0.128 -0.076 -0.128
H 12.1917 -21.4547 -20.5902 -0.260 -0.739 -0.442
H 15.1333 -16.3482 -19.7362 0.002 -0.495 1.048
C 17.8161 -15.8788 -25.5097 2.693 -2.084 2.164
O 14.7437 -12.4526 -19.6123 0.794 -0.620 0.315
C 12.5320 -18.7986 -25.0206 0.851 1.622 0.081
H 15.8083 -17.9841 -21.2867 -0.002 -0.614 -0.261
C 17.1503 -17.0324 -24.6559 -0.182 3.494 -1.354
H 13.8712 -17.6551 -18.5685 -0.361 -0.616 0.440
H 12.4722 -22.9143 -22.5875 -0.333 -0.050 0.021
H 12.3004 -12.5370 -18.2498 0.979 0.442 0.112
O 14.1146 -20.7853 -20.5716 -0.171 -1.018 -0.715
H 12.5047 -16.9656 -15.3670 -0.122 -0.552 -0.102
H 18.7656 -20.5090 -22.0657 0.561 -0.655 -0.508
H 15.4378 -16.4850 -15.8762 0.285 1.019 0.122
H 14.4616 -14.6086 -23.4550 -0.092 -0.004 1.086
C 12.9352 -21.1714 -21.3352 2.333 -0.004 0.147
C 18.4970 -14.1042 -19.2928 -1.910 0.499 -0.564
C 14.7190 -13.6052 -23.7941 -1.626 0.316 -1.379
H 15.5520 -12.7373 -22.2094 0.452 -0.370 0.121
C 14.9669 -17.3295 -21.5142 1.189 -1.479 -0.364
H 13.6690 -14.0770 -25.6473 -0.191 -0.722 0.349
O 18.8205 -16.4851 -26.3970 -1.578 0.534 -0.250
H 14.1546 -22.9943 -22.1197 -0.221 0.104 1.420
H 11.1016 -16.0224 -20.2958 -0.616 0.493 1.028
H 14.8868 -17.5429 -14.6773 -0.584 -0.983 -0.725
H 16.7953 -16.4698 -23.7925 -0.303 -0.342 0.354
O 18.6513 -22.3654 -23.6190 2.195 -1.218 -0.598
H 14.2939 -22.4486 -24.0971 -0.032 0.022 0.097
H 19.2508 -14.7233 -18.8064 -0.277 -0.335 -0.067
O 12.9448 -15.5508 -16.7371 0.126 0.323 -0.137
O 11.8868 -19.9425 -24.5388 -0.115 -0.578 -0.536
C 13.4747 -12.5762 -20.1840 -1.239 -0.058 0.237
H 13.7982 -17.9826 -26.6845 -0.238 0.151 0.388
C 10.5656 -16.9699 -20.3512 0.403 0.243 -0.041
H 7.3669 -16.0306 -20.6779 0.411 -0.620 -0.639
H 13.7340 -12.4580 -25.4956 0.230 0.765 0.564
C 13.3558 -22.3056 -22.3950 -0.864 0.109 1.589
H 11.7384 -18.0536 -25.0788 0.056 0.158 -0.508
H 12.5756 -20.2541 -21.8016 -0.240 -0.315 -0.686
H 17.9621 -13.4182 -22.4072 0.164 0.215 -1.028
H 17.0973 -15.1555 -25.8947 -0.055 -0.597 -0.714
H 15.4527 -15.5190 -13.7927 -0.001 0.083 -0.101
H 14.0003 -19.7108 -26.4341 0.706 0.059 0.890
C 18.5656 -14.2231 -20.8123 0.277 -1.148 0.031
C 12.4136 -13.0566 -19.2013 -2.059 0.135 0.833
O 12.1634 -13.3079 -24.4858 1.097 -0.163 0.866
C 13.5313 -13.3265 -24.8689 2.140 -0.077 -0.873
H 14.0089 -19.9053 -20.2030 -0.202 0.394 0.079
O 14.5596 -15.7595 -14.0500 -0.619 1.395 -0.177
C 13.3074 -16.7327 -16.0666 0.767 0.501 2.233
O 12.3622 -19.2329 -27.3475 -1.440 -0.121 -1.888
H 18.2811 -15.2157 -21.1614 0.637 -0.824 0.795
H 12.0528 -20.1163 -27.1347 -0.238 0.008 0.002
O 16.0401 -17.4135 -25.4430 -0.340 -1.660 0.371
H 13.5662 -16.2798 -20.4417 -0.427 0.201 0.392
H 17.2931 -19.9660 -21.8773 -1.280 -0.371 -0.399
H 18.3945 -15.3278 -24.7681 0.099 0.494 0.145
C 14.3672 -16.9756 -20.1918 -0.716 1.799 -1.903
C 17.8330 -20.5417 -22.6291 -0.099 1.293 1.251
C 13.2817 -18.8930 -26.3803 -0.215 -0.714 1.219
H 16.7436 -22.1496 -23.7743 -0.890 1.042 0.120
```
Positions in Å, forces in eV/Å.

Values from the calculation:
Energy relative to the best compared isomer or geometry (same formula, charge and spin)   56.6 kcal/mol
Frontier orbital gap (spin up / spin down)   1.66 / 8.98 eV
Multiplicity   2
<S²>   0.751
Charge   -1